Record 1
The following is a quantum chemistry calculation of C2H3F4NO5RbS2 as an isolated structure, from the OMol25 dataset.

Atoms and positions in Å:
Rb 0.017 -2.479 0.031
S 2.359 0.881 0.886
S -0.509 1.498 0.601
F 3.176 -1.076 -0.887
F -2.137 -1.781 -2.172
F 4.065 0.826 -1.180
F 4.690 -0.436 0.465
O 3.367 1.873 1.322
O -1.654 1.284 -0.499
O -2.455 -0.715 -0.682
O 1.596 -0.389 0.859
O -1.088 2.713 1.280
N 1.123 1.870 0.853
C -3.780 -0.983 -0.264
C 3.650 -0.004 -0.234
H -4.078 0.018 0.083
H -4.045 -1.588 0.612
H -4.298 -1.513 -1.073

Forces on the atoms, in the same order (eV/Å):
-0.83 0.69 -0.65
-1.18 1.18 -2.63
-5.95 1.98 -0.21
-0.25 -0.31 -0.07
0.68 -1.81 -1.25
0.65 0.58 -0.41
0.33 0.09 0.51
-0.12 -2.10 1.49
5.31 1.10 1.43
-1.20 -1.46 2.35
0.78 -1.65 2.70
1.55 -1.43 0.34
0.38 1.61 -1.86
0.94 0.69 -0.34
-0.71 0.65 -0.97
-0.99 0.00 -0.71
0.99 -0.69 0.56
-0.35 0.88 -0.26

Total charge ... -1



Record 2
The following is a quantum chemistry calculation of one molecule with the formula C2H3FIN, from the OMol25 dataset.

Atoms and positions in Å:
I -1.214 2.594 0.712
F 1.131 1.455 -0.332
N 0.091 1.009 0.446
C 0.342 -1.203 -0.436
C -0.432 -0.228 0.043
H -1.164 -0.557 0.735
H 1.256 -0.908 -0.863
H -0.010 -2.162 -0.305

Forces on the atoms, in the same order (eV/Å):
-0.06 -0.14 -0.25
0.44 -0.15 -0.72
-0.92 0.57 0.82
-0.67 2.49 -0.34
1.84 -0.74 1.14
-1.39 0.31 0.21
1.12 -0.34 -0.66
-0.35 -2.00 -0.20

SMILES ... C=CN(F)I



Record 3
The following is a quantum chemistry calculation of C2H3FLi2ORb as an isolated structure, from the OMol25 dataset.

Atoms and positions in Å:
Rb 0.458 2.640 0.491
F -1.111 2.198 2.412
O -0.083 0.021 -1.902
C 0.528 -1.041 -1.823
C 0.331 -1.946 -0.725
Li -0.260 3.041 3.921
Li -1.588 1.166 1.098
H -0.675 -2.056 -0.351
H 1.003 -2.788 -0.665
H 1.396 -1.235 -2.455

Forces on the atoms, in the same order (eV/Å):
1.43 0.09 -1.68
0.42 0.51 0.88
-1.37 3.04 -0.86
0.60 -2.23 3.85
0.63 0.81 -1.65
-0.76 -0.60 -0.39
-0.80 -1.28 0.13
-0.15 0.05 0.24
-0.10 -0.29 0.11
0.10 -0.10 -0.63

Total charge ... +1



Record-wise relative energy (zero: lowest compared OMol25 entry of this formula, charge and spin) values, in kcal per mole: 54.9 79.5 60.9
Record-wise calculated total energy values, in Eh: -1728.6217 -530.1759 -292.0192